{"formula": "C6H8N2", "method": "ωB97M-V/def2-TZVPD", "elements": ["C", "C", "N", "C", "N", "C", "C", "C", "H", "H", "H", "H", "H", "H", "H", "H"], "positions_angstrom": [[0.1315, -0.7084, 2.0663], [0.2237, -1.5263, 0.9809], [0.1542, -0.5996, -0.0901], [-0.2310, 0.5732, 0.3613], [-0.1142, 0.6739, 1.6948], [-0.2446, 1.6853, -0.7386], [0.0306, 0.6793, -2.0262], [0.0221, -0.8026, -1.4299], [0.2597, -0.8232, 3.1583], [0.6255, -2.6131, 0.6582], [0.4338, 2.4572, -0.4325], [-1.2986, 2.1273, -0.9351], [-0.8265, 0.8255, -2.6975], [1.0309, 1.0041, -2.5399], [-0.8921, -1.3836, -1.9648], [0.7926, -1.5174, -1.7630]], "forces_ev_per_a": [[-0.1573, 2.2221, 1.1874], [1.8946, -1.0742, -1.8584], [-1.8345, -2.4061, 2.2009], [1.4174, 3.6148, 1.9413], [-0.6918, -2.6408, -1.3208], [-2.5717, -3.0801, -0.5605], [1.5539, 1.4691, 0.4226], [-0.7792, -1.0496, -5.4423], [-0.1138, -0.6165, -1.0231], [-1.2594, 2.7491, 1.4563], [0.5455, 0.2734, -0.4485], [1.7859, -0.6082, 0.7470], [0.6409, -0.1628, -0.0454], [-1.9114, -0.9026, 0.8070], [1.0604, 1.3694, 2.1288], [0.4205, 0.8433, -0.1923]], "e_above_lowest_kcal_mol": 39.6, "lumo_ev": 0.9, "mol_weight_g_mol": 108.14, "charge": 0}